Entry A
An isolated molecule of C5H5NS. Source: the OMol25 dataset; level of theory: ωB97M-V/def2-TZVPD.

Element x y z (Å)
C1 -0.720 1.952 0.098
C2 -0.162 0.697 -0.113
C3 1.261 0.199 -0.105
C4 1.165 -1.156 0.139
C5 -0.961 -0.576 -0.051
H1 -1.862 1.962 0.124
H2 -0.020 2.890 0.055
H3 2.178 0.778 -0.180
H4 2.078 -1.918 0.142
H5 -0.307 -2.645 -0.107
N1 -0.116 -1.586 0.005
S1 -2.534 -0.597 -0.007

LUMO level: -0.520 eV
HOMO-LUMO gap: 7.4 eV
HOMO energy: -7.9 eV
spin multiplicity: 1

Entry B
A structure of composition C5H5NS. Source: the OMol25 dataset; level of theory: ωB97M-V/def2-TZVPD.

Element x y z (Å)
C1 1.119 1.317 0.199
C2 3.116 0.352 -0.096
C3 0.547 0.146 0.027
C4 -1.571 -1.087 -0.421
C5 -0.600 -0.649 0.352
N1 2.473 1.386 0.267
S1 2.410 -1.163 -0.255
H1 0.715 2.307 0.326
H2 4.151 0.410 -0.126
H3 -2.304 -1.705 0.022
H4 -1.684 -0.964 -1.465
H5 -0.535 -0.900 1.438

LUMO level: -0.514 eV
HOMO-LUMO gap: 8.5 eV
HOMO energy: -9.0 eV
spin multiplicity: 1

Which structure loses on stability? entry B does.

Entry A
A structure of composition C24H34Cl4N6O11P2PbS2. Source: the OMol25 dataset; level of theory: ωB97M-V/def2-TZVPD.

Element x y z (Å)
Pb1 -0.458 1.111 0.976
C1 5.237 -1.612 3.028
N1 4.110 -0.736 3.298
C2 4.288 0.135 4.453
P1 3.090 -0.259 2.091
O1 1.982 0.557 2.621
O2 2.705 -1.701 1.482
P2 1.466 -1.959 0.450
O3 0.851 -0.635 0.184
N2 0.636 -3.109 1.230
C3 0.098 -2.830 2.561
C4 0.093 -4.300 0.581
N3 2.144 -2.572 -0.897
C5 3.038 -3.716 -0.830
C6 1.571 -2.293 -2.216
N4 3.834 0.482 0.817
C7 3.969 1.934 0.829
C8 4.797 -0.194 -0.036
H1 5.441 -2.219 3.912
H2 6.147 -1.052 2.783
H3 5.008 -2.287 2.206
H4 4.464 -0.478 5.339
H5 3.389 0.724 4.608
H6 5.143 0.809 4.328
H7 0.504 -1.896 2.950
H8 0.374 -3.634 3.247
H9 -0.989 -2.745 2.513
H10 0.355 -4.310 -0.474
H11 -0.993 -4.295 0.647
H12 0.495 -5.195 1.064
H13 3.389 -3.867 0.191
H14 3.904 -3.545 -1.474
H15 2.540 -4.632 -1.162
H16 0.843 -1.489 -2.152
H17 1.060 -3.179 -2.602
H18 2.373 -2.017 -2.906
H19 3.188 2.372 1.445
H20 3.855 2.310 -0.190
H21 4.948 2.245 1.210
H22 4.600 -1.263 -0.067
H23 5.829 -0.032 0.297
H24 4.706 0.195 -1.053
O4 -3.075 2.414 -2.669
S1 -2.487 1.317 -1.930
O5 -1.325 0.693 -2.505
O6 -2.225 1.762 -0.521
C9 -3.782 0.072 -1.807
C10 -4.919 0.361 -2.552
C11 -5.997 -0.513 -2.594
C12 -5.948 -1.690 -1.874
C13 -4.818 -1.990 -1.128
C14 -3.727 -1.132 -1.088
S2 -2.332 -1.764 -0.149
O7 -2.838 -2.910 0.575
O8 -1.966 -0.681 0.811
O9 -1.290 -2.055 -1.106
H25 -4.949 1.290 -3.102
H26 -6.868 -0.259 -3.184
H27 -6.782 -2.380 -1.883
H28 -4.764 -2.905 -0.558
Cl1 -5.928 4.697 -1.563
C15 -5.055 3.851 -0.366
C16 -5.614 2.567 0.114
Cl2 -7.142 2.093 -0.489
C17 -4.975 1.803 1.015
Cl3 -5.581 0.321 1.588
C18 -3.699 2.260 1.604
O10 -3.116 1.663 2.468
C19 -3.121 3.603 1.107
O11 -2.057 3.967 1.537
C20 -3.909 4.357 0.119
Cl4 -3.281 5.869 -0.370
C21 -0.395 4.180 -1.393
C22 0.527 3.076 -1.759
N5 0.925 2.076 -0.999
C23 1.783 1.317 -1.768
C24 1.904 1.868 -3.000
N6 1.103 2.990 -2.976
H29 -1.330 4.101 -1.948
H30 0.064 5.148 -1.606
H31 -0.616 4.146 -0.330
H32 2.232 0.424 -1.379
H33 2.451 1.568 -3.874
H34 0.901 3.599 -3.750

LUMO level: -1.640 eV
HOMO-LUMO gap: 7.2 eV
HOMO energy: -8.9 eV
spin multiplicity: 1

Entry B
A structure of composition C24H34Cl4N6O11P2PbS2. Source: the OMol25 dataset; level of theory: ωB97M-V/def2-TZVPD.

Element x y z (Å)
Pb1 -1.436 0.184 0.529
C1 2.678 0.070 5.611
N1 1.333 -0.063 5.080
C2 0.277 -0.035 6.083
P1 0.997 0.390 3.529
O1 -0.431 0.174 3.218
O2 2.059 -0.509 2.730
P2 1.958 -0.855 1.126
O3 0.864 -0.003 0.596
N2 1.816 -2.466 1.172
C3 0.690 -3.067 1.884
C4 2.568 -3.383 0.320
N3 3.382 -0.423 0.480
C5 4.640 -0.922 1.007
C6 3.436 0.228 -0.829
N4 1.481 1.928 3.159
C7 0.589 3.024 3.518
C8 2.874 2.315 3.021
H1 2.858 -0.719 6.343
H2 2.831 1.036 6.107
H3 3.413 -0.037 4.816
H4 0.432 -0.852 6.791
H5 -0.688 -0.166 5.602
H6 0.273 0.907 6.645
H7 0.159 -2.316 2.470
H8 1.050 -3.842 2.564
H9 -0.009 -3.506 1.168
H10 3.193 -2.832 -0.375
H11 1.875 -3.976 -0.277
H12 3.183 -4.044 0.938
H13 4.487 -1.383 1.982
H14 5.345 -0.095 1.121
H15 5.088 -1.664 0.339
H16 2.437 0.525 -1.141
H17 3.829 -0.458 -1.583
H18 4.085 1.106 -0.767
H19 -0.439 2.671 3.537
H20 0.665 3.809 2.764
H21 0.843 3.451 4.496
H22 3.474 1.472 2.684
H23 3.292 2.699 3.959
H24 2.951 3.106 2.271
O4 -1.652 1.947 -3.577
S1 -1.267 0.825 -2.751
O5 0.025 0.916 -2.113
O6 -2.329 0.532 -1.736
C9 -1.214 -0.602 -3.831
C10 -1.655 -0.390 -5.131
C11 -1.616 -1.413 -6.067
C12 -1.148 -2.661 -5.698
C13 -0.717 -2.883 -4.399
C14 -0.732 -1.864 -3.456
S2 -0.037 -2.311 -1.853
O7 -0.081 -3.757 -1.809
O8 -0.953 -1.728 -0.850
O9 1.295 -1.745 -1.827
H25 -2.011 0.596 -5.395
H26 -1.960 -1.230 -7.077
H27 -1.120 -3.470 -6.418
H28 -0.360 -3.855 -4.091
Cl1 -5.459 0.037 -5.143
C15 -5.032 -0.469 -3.566
C16 -4.536 -1.856 -3.402
Cl2 -4.581 -2.882 -4.767
C17 -4.084 -2.313 -2.224
Cl3 -3.470 -3.887 -1.996
C18 -4.137 -1.460 -1.021
O10 -3.800 -1.846 0.067
C19 -4.710 -0.033 -1.174
O11 -4.828 0.664 -0.201
C20 -5.131 0.378 -2.531
Cl4 -5.695 1.982 -2.691
C21 -2.834 3.476 -0.817
C22 -1.370 3.457 -0.563
N5 -0.692 2.601 0.181
C23 0.641 2.954 0.074
C24 0.760 4.034 -0.731
N6 -0.523 4.343 -1.125
H29 -3.030 3.155 -1.840
H30 -3.234 4.482 -0.680
H31 -3.357 2.791 -0.155
H32 1.404 2.372 0.559
H33 1.616 4.590 -1.067
H34 -0.788 5.041 -1.798

LUMO level: -1.519 eV
HOMO-LUMO gap: 7.2 eV
HOMO energy: -8.7 eV
spin multiplicity: 1

Which structure loses on stability? entry A does.

Entry A
A cluster of 2 separate species, C4H12NO in total. Source: the OMol25 dataset; level of theory: ωB97M-V/def2-TZVPD.

Element x y z (Å)
C1 0.764 -2.195 -0.013
C2 -0.208 -1.103 -0.417
C3 0.401 0.164 -0.846
C4 0.783 0.571 -2.090
N1 0.305 1.259 0.189
H1 1.424 -1.946 0.798
H2 1.300 -2.563 -0.878
H3 0.155 -3.039 0.332
H4 -0.900 -0.978 0.424
H5 -0.810 -1.532 -1.229
H6 1.252 1.514 -2.273
H7 0.533 -0.070 -2.915
H8 -0.658 1.669 0.102
H9 0.468 0.787 1.079
H10 0.896 2.014 -0.112
H11 -2.542 2.257 2.440
H12 -1.432 1.424 3.131
O1 -1.730 1.767 2.278

LUMO level (alpha / beta): 0.611 / 0.299 eV
HOMO-LUMO gap (alpha / beta): 4.0 / 8.9 eV
HOMO energy (alpha / beta): -3.4 / -8.6 eV
spin multiplicity: 2

Entry B
A cluster of 2 separate species, C4H12NO in total. Source: the OMol25 dataset; level of theory: ωB97M-V/def2-TZVPD.

Element x y z (Å)
N1 -0.678 2.209 -2.479
C1 0.029 0.924 -2.172
O1 -0.085 0.497 -0.873
H1 -1.300 2.183 -3.249
H2 -1.261 2.355 -1.582
H3 -0.375 0.120 -2.889
H4 1.107 1.090 -2.436
C2 -0.886 -0.385 1.728
C3 0.069 -1.521 1.327
C4 1.447 -0.903 1.231
H5 -0.510 0.114 2.634
H6 -1.941 -0.703 1.853
H7 -0.838 0.345 0.874
H8 -0.169 -1.864 0.293
H9 0.004 -2.290 2.105
H10 2.199 -1.562 0.801
H11 1.362 -0.017 0.628
H12 1.827 -0.593 2.205

LUMO level (alpha / beta): 0.917 / -2.084 eV
HOMO-LUMO gap (alpha / beta): 10.8 / 7.8 eV
HOMO energy (alpha / beta): -9.9 / -9.9 eV
spin multiplicity: 2

Which structure loses on stability? entry A does.

Entry A
An isolated molecule of C2H2ClF. Source: the OMol25 dataset; level of theory: ωB97M-V/def2-TZVPD.

Element x y z (Å)
C1 -0.256 -0.288 -0.094
C2 -1.362 -0.996 -0.260
F1 -2.205 -1.387 0.590
Cl1 -1.505 -1.892 -2.011
H1 0.394 0.091 -0.751
H2 -0.131 0.262 0.818

LUMO level: 0.602 eV
HOMO-LUMO gap: 10.8 eV
HOMO energy: -10.2 eV
spin multiplicity: 1

Entry B
An isolated molecule of C2H2ClF. Source: the OMol25 dataset; level of theory: ωB97M-V/def2-TZVPD.

Element x y z (Å)
C1 0.352 0.076 0.000
C2 1.628 0.402 0.000
F1 2.035 1.676 0.000
Cl1 2.948 -0.695 0.000
H1 0.044 -0.951 0.000
H2 -0.402 0.842 0.000

LUMO level: 0.939 eV
HOMO-LUMO gap: 10.9 eV
HOMO energy: -10.0 eV
spin multiplicity: 1

Which structure loses on stability? entry A does.